171
Properties=species:S:1:pos:R:3 method="wB97M-V/def2-TZVPD" smiles=C1CCOC1.C1CCOC1.C1CCOC1.C1CCOC1.C1CCOC1.C1CCOC1.C1CCOC1.COCCOC.COCCOC.COCCOC.COCCOC.COCCOC energy_ev=-86285.7129 orbital_gap_ev=9.52 homo_energy_ev=-9.42 lumo_energy_ev=0.11
C 16.721 -18.849 -15.040
C 17.104 -20.267 -14.727
C 16.801 -20.731 -16.186
O 15.568 -20.026 -16.454
C 15.535 -18.770 -15.946
H 17.454 -18.320 -15.649
H 16.621 -18.224 -14.152
H 16.463 -20.820 -14.039
H 18.124 -20.462 -14.397
H 16.438 -21.747 -16.345
H 17.493 -20.547 -17.008
H 14.642 -18.558 -15.358
H 15.685 -17.979 -16.681
C 10.496 -6.461 -4.785
C 9.664 -7.672 -4.614
C 8.285 -7.105 -4.144
O 8.703 -5.904 -3.500
C 9.726 -5.298 -4.236
H 10.621 -6.420 -5.867
H 11.433 -6.488 -4.229
H 10.059 -8.243 -3.774
H 9.622 -8.380 -5.442
H 7.762 -7.705 -3.399
H 7.471 -6.799 -4.801
H 10.360 -4.736 -3.550
H 9.371 -4.585 -4.980
C 20.418 -12.616 -14.173
C 21.409 -11.581 -13.710
C 22.252 -12.417 -12.799
O 21.380 -13.295 -12.150
C 20.243 -13.514 -12.981
H 20.836 -13.278 -14.931
H 19.515 -12.179 -14.600
H 21.138 -10.625 -13.262
H 21.969 -11.317 -14.607
H 22.642 -11.734 -12.044
H 23.091 -12.945 -13.253
H 19.249 -13.430 -12.542
H 20.315 -14.570 -13.241
C 9.301 -12.229 -1.842
C 9.606 -12.839 -3.202
C 11.045 -13.342 -3.157
O 11.677 -12.667 -2.092
C 10.617 -12.429 -1.104
H 8.577 -12.797 -1.259
H 9.111 -11.157 -1.796
H 9.532 -12.079 -3.979
H 8.867 -13.626 -3.352
H 11.655 -13.193 -4.048
H 11.065 -14.401 -2.897
H 10.883 -11.523 -0.560
H 10.658 -13.264 -0.406
C 15.547 -8.974 -14.233
C 14.205 -9.020 -14.807
C 14.032 -7.600 -15.346
O 15.331 -7.302 -15.908
C 16.324 -8.006 -15.095
H 16.141 -9.887 -14.288
H 15.597 -8.586 -13.216
H 13.445 -9.265 -14.066
H 14.143 -9.851 -15.509
H 13.847 -6.817 -14.611
H 13.195 -7.401 -16.015
H 16.849 -7.334 -14.416
H 16.968 -8.540 -15.793
C 8.428 -10.111 -10.033
C 9.215 -11.298 -9.511
C 9.651 -11.968 -10.719
O 10.099 -10.858 -11.535
C 9.204 -9.704 -11.322
H 8.144 -9.336 -9.322
H 7.473 -10.437 -10.446
H 8.570 -11.959 -8.931
H 10.012 -10.949 -8.854
H 8.802 -12.479 -11.173
H 10.490 -12.621 -10.480
H 8.657 -9.432 -12.225
H 9.943 -9.022 -10.901
C 16.181 -12.867 -20.202
C 15.837 -12.563 -18.691
C 14.580 -13.317 -18.516
O 14.618 -14.411 -19.529
C 15.790 -14.350 -20.346
H 17.228 -12.703 -20.457
H 15.516 -12.304 -20.856
H 15.751 -11.485 -18.548
H 16.714 -12.917 -18.148
H 13.780 -12.595 -18.683
H 14.372 -13.625 -17.492
H 15.567 -14.732 -21.342
H 16.572 -15.030 -20.008
C 16.926 -18.684 -1.918
O 17.386 -17.340 -2.015
C 18.073 -17.028 -3.240
C 18.377 -15.557 -3.352
O 17.215 -14.696 -3.234
C 17.448 -13.379 -3.719
H 17.747 -19.372 -2.119
H 16.283 -18.893 -2.774
H 16.483 -18.818 -0.931
H 17.510 -17.429 -4.082
H 19.079 -17.448 -3.224
H 18.950 -15.394 -4.264
H 19.038 -15.319 -2.519
H 17.560 -13.400 -4.803
H 18.311 -12.860 -3.302
H 16.610 -12.687 -3.630
C 17.380 -4.084 -10.628
O 16.542 -4.195 -9.470
C 17.066 -4.848 -8.274
C 16.311 -4.123 -7.124
O 14.836 -3.991 -7.360
C 14.137 -3.090 -6.548
H 16.810 -3.627 -11.437
H 17.890 -4.982 -10.976
H 18.276 -3.476 -10.499
H 18.138 -4.648 -8.272
H 17.036 -5.932 -8.160
H 16.710 -3.109 -7.099
H 16.398 -4.670 -6.186
H 13.166 -3.228 -7.023
H 14.508 -2.067 -6.477
H 14.158 -3.563 -5.566
C 14.655 -13.515 -12.211
O 14.261 -13.375 -10.890
C 14.698 -12.105 -10.339
C 14.458 -12.225 -8.820
O 14.759 -11.015 -8.043
C 13.999 -9.843 -8.371
H 15.505 -12.968 -12.620
H 13.880 -13.159 -12.890
H 14.887 -14.545 -12.482
H 14.027 -11.350 -10.749
H 15.762 -11.982 -10.543
H 15.109 -12.993 -8.403
H 13.541 -12.663 -8.425
H 14.383 -9.441 -9.309
H 14.112 -9.038 -7.645
H 12.936 -10.073 -8.439
C 6.000 -6.111 -11.471
O 7.389 -6.030 -11.145
C 7.844 -4.724 -10.820
C 9.150 -4.616 -10.127
O 10.229 -5.177 -10.968
C 11.563 -4.810 -10.637
H 5.659 -7.080 -11.837
H 5.647 -5.269 -12.066
H 5.405 -5.969 -10.568
H 7.077 -4.208 -10.242
H 7.788 -4.179 -11.762
H 9.067 -5.262 -9.253
H 9.393 -3.585 -9.871
H 11.990 -5.319 -9.773
H 11.571 -3.746 -10.404
H 12.342 -5.172 -11.308
C 10.048 -19.547 -6.720
O 10.514 -18.709 -7.754
C 11.660 -17.841 -7.445
C 12.218 -17.284 -8.762
O 12.277 -18.347 -9.707
C 12.736 -17.949 -10.990
H 9.233 -20.138 -7.139
H 9.671 -18.877 -5.948
H 10.858 -20.087 -6.231
H 12.366 -18.506 -6.949
H 11.422 -17.061 -6.722
H 13.049 -16.604 -8.570
H 11.392 -16.685 -9.146
H 13.820 -17.862 -10.926
H 12.406 -16.957 -11.300
H 12.467 -18.804 -11.610